Record 1
{"formula": "C7H9NO", "method": "ωB97M-V/def2-TZVPD", "relative_energy_kcal_mol": 111.7, "energy_ev": -10937.971, "lumo_energy_ha": 0.0328, "smiles": "COCc1ccccn1", "species": ["C", "C", "C", "C", "C", "C", "C", "H", "H", "H", "H", "H", "H", "H", "H", "H", "N", "O"], "positions_angstrom": [[-2.76, 0.74, -0.21], [-1.24, -0.91, 0.41], [0.21, -0.40, 0.22], [1.27, -1.31, -0.08], [2.47, -0.82, -0.26], [2.65, 0.60, -0.21], [1.54, 1.40, 0.10], [-3.42, 1.24, -1.22], [-3.44, 0.52, 0.81], [-2.18, 1.53, -0.04], [-1.30, -2.02, 0.32], [-1.83, -0.81, 1.55], [1.25, -2.15, -0.29], [3.37, -1.44, -0.37], [3.67, 1.01, -0.49], [1.54, 2.43, 0.04], [0.38, 0.87, 0.30], [-2.19, -0.49, -0.58]]}



Record 2
{"formula": "C7H9NO2", "method": "ωB97M-V/def2-TZVPD", "relative_energy_kcal_mol": 99.9, "energy_ev": -12986.162, "lumo_energy_ha": 0.0102, "species": ["C", "C", "C", "C", "C", "C", "C", "H", "H", "H", "H", "H", "H", "H", "H", "H", "N", "O", "O"], "positions_angstrom": [[0.15, 2.67, 0.60], [-0.84, 1.65, 0.33], [-0.38, 0.16, 0.05], [0.11, -0.29, -1.17], [0.46, -1.71, -1.11], [0.24, -2.10, 0.40], [-0.29, -0.85, 1.09], [0.99, 2.65, -0.45], [0.62, 2.22, 1.49], [-0.36, 3.50, 0.63], [0.44, 0.02, -3.04], [1.53, -2.05, -1.58], [-0.03, -2.33, -1.62], [1.20, -2.36, 0.99], [-0.29, -3.06, 0.53], [-1.14, 0.29, 2.58], [-0.59, -0.77, 2.33], [-2.00, 1.90, 0.17], [0.18, 0.45, -2.22]]}



Record 3
{"formula": "C7H9NO3P", "method": "ωB97M-V/def2-TZVPD", "relative_energy_kcal_mol": 0.0, "energy_ev": -24329.429, "lumo_energy_ha": 0.1200, "charge": -1, "species": ["C", "C", "C", "C", "C", "C", "C", "N", "O", "O", "O", "P", "H", "H", "H", "H", "H", "H", "H", "H", "H"], "positions_angstrom": [[-0.31, 2.25, 0.49], [0.86, 2.89, -0.05], [-0.49, 0.88, 0.50], [1.83, 1.93, -0.48], [0.45, 0.03, 0.00], [-1.01, -1.94, -0.60], [0.33, -1.49, -0.02], [1.64, 0.63, -0.43], [4.22, 0.66, -0.34], [2.94, -0.54, 1.54], [3.18, -1.64, -0.73], [3.35, -0.41, 0.14], [-1.17, 2.86, 1.00], [1.09, 3.97, -0.08], [-1.29, 0.47, 1.08], [2.81, 2.12, -0.75], [-1.78, -1.13, -0.50], [-1.38, -2.91, -0.16], [-0.80, -2.25, -1.67], [1.19, -1.80, -0.62], [0.68, -1.69, 1.12]]}



Record 4
{"formula": "C7H9NO4", "method": "ωB97M-V/def2-TZVPD", "relative_energy_kcal_mol": 90.1, "energy_ev": -17080.663, "lumo_energy_ha": 0.0268, "smiles": "COC1=CC=CNC(=O)C1(O)O", "species": ["C", "C", "C", "C", "C", "C", "C", "N", "O", "O", "O", "O", "H", "H", "H", "H", "H", "H", "H", "H", "H"], "positions_angstrom": [[-1.80, -0.57, 0.33], [-0.38, -0.88, -0.04], [-2.62, 0.51, 0.30], [0.66, -0.05, -0.21], [0.11, 1.67, 0.30], [-1.35, 2.59, 0.50], [2.47, -1.28, -0.74], [-2.47, 1.89, 0.45], [0.72, 1.71, 1.60], [0.80, 2.48, -0.63], [-1.23, 3.78, 0.59], [1.85, -0.02, -0.64], [-2.49, -1.43, 0.26], [-0.19, -1.98, 0.05], [-3.76, 0.26, 0.30], [1.90, -1.93, -1.46], [2.69, -1.61, 0.25], [3.46, -1.28, -1.18], [-3.34, 2.34, 0.54], [1.55, 2.28, 1.53], [0.47, 3.32, -0.46]]}



Record 5
{"formula": "C7H9NO4S", "method": "ωB97M-V/def2-TZVPD", "relative_energy_kcal_mol": 34.1, "energy_ev": -27917.700, "lumo_energy_ha": -0.0077, "species": ["C", "C", "C", "C", "C", "C", "C", "N", "O", "O", "O", "O", "S", "H", "H", "H", "H", "H", "H", "H", "H", "H"], "positions_angstrom": [[-3.09, -0.98, -0.05], [-1.99, 1.06, 0.07], [3.37, 0.71, 0.43], [3.02, -0.03, -0.61], [-1.61, -1.35, 0.30], [-0.94, 0.04, 0.40], [1.72, -0.71, -0.68], [-3.20, 0.39, -0.10], [-4.00, -1.84, -0.25], [-1.91, 2.26, 0.03], [1.03, 1.87, -0.55], [-0.19, 0.28, 1.51], [0.55, 0.67, -1.14], [4.18, 1.32, 0.45], [2.65, 0.76, 1.19], [3.52, 0.03, -1.58], [-1.59, -1.74, 1.28], [-1.21, -2.08, -0.47], [1.87, -1.39, -1.47], [1.44, -0.99, 0.33], [-4.14, 0.82, -0.38], [0.53, 0.90, 1.32]]}



Record 6
{"formula": "C7H9NOS", "method": "ωB97M-V/def2-TZVPD", "relative_energy_kcal_mol": 108.1, "energy_ev": -21772.153, "lumo_energy_ha": [-0.0211, -0.0211], "species": ["C", "C", "C", "C", "C", "C", "C", "N", "O", "S", "H", "H", "H", "H", "H", "H", "H", "H", "H"], "positions_angstrom": [[2.03, -0.03, 1.59], [1.25, -0.13, 0.68], [-2.53, 0.87, 0.24], [-3.17, 0.09, -0.40], [2.97, 0.11, 2.68], [0.37, 0.81, -1.46], [0.38, -0.24, -0.40], [-1.35, -1.78, -1.82], [-3.79, -0.77, -1.14], [-0.52, -1.65, -0.50], [3.35, -0.87, 2.96], [3.80, 0.75, 2.38], [2.48, 0.56, 3.55], [1.09, 0.57, -2.25], [-0.62, 0.89, -1.91], [0.63, 1.77, -1.03], [-2.06, 1.57, 0.86], [-1.16, -1.09, -2.54], [-3.14, -1.41, -1.50]]}



Record 7
{"formula": "C7H9O3S", "method": "ωB97M-V/def2-TZVPD", "relative_energy_kcal_mol": 82.4, "energy_ev": -24379.925, "lumo_energy_ha": 0.1214, "charge": -1, "smiles": "CC(C)=C=C=C(C)S(=O)(=O)[O-]", "species": ["C", "C", "C", "C", "C", "C", "C", "O", "O", "O", "S", "H", "H", "H", "H", "H", "H", "H", "H", "H"], "positions_angstrom": [[0.31, -0.06, -0.63], [0.91, 0.75, -1.41], [0.05, -0.61, 0.47], [-0.52, -1.03, 1.57], [2.14, 1.67, -1.67], [-1.99, -1.06, 1.75], [0.47, -1.39, 2.70], [-0.07, 1.35, -3.98], [-1.54, 1.99, -2.12], [-1.37, -0.36, -2.88], [-0.70, 0.93, -2.72], [2.18, 1.72, -2.77], [1.99, 2.66, -1.36], [2.88, 1.19, -1.18], [-2.33, -0.52, 0.88], [-2.25, -0.61, 2.64], [-2.43, -2.06, 1.87], [0.16, -0.98, 3.79], [0.61, -2.47, 2.64], [1.50, -1.11, 2.42]]}



Record 8
{"formula": "C7H9O4PTi", "method": "ωB97M-V/def2-TZVPD", "energy_ev": -47963.602, "spin_multiplicity": 2, "lumo_energy_ha": [-0.5723, -0.5573], "charge": 3, "species": ["Ti", "O", "C", "C", "O", "C", "O", "C", "O", "C", "P", "C", "C", "H", "H", "H", "H", "H", "H", "H", "H", "H"], "positions_angstrom": [[0.08, 0.63, -0.19], [0.03, 3.52, -1.88], [0.04, 2.51, -1.31], [1.73, -0.72, 0.52], [2.62, -1.44, 0.73], [-1.71, -0.73, 0.48], [-2.64, -1.38, 0.70], [0.00, -0.80, -1.82], [0.00, -1.57, -2.73], [0.78, 2.34, 3.50], [0.08, 1.21, 2.22], [-0.05, -0.30, 3.23], [-1.47, 2.14, 1.85], [1.73, 1.92, 3.87], [0.01, 2.33, 4.30], [0.88, 3.35, 3.08], [-0.36, 0.00, 4.24], [-0.66, -1.10, 2.79], [0.99, -0.70, 3.32], [-1.84, 2.52, 2.82], [-1.20, 3.06, 1.27], [-2.26, 1.59, 1.29]]}



Record 9
{"formula": "C80H133N10O22", "method": "ωB97M-V/def2-TZVPD", "energy_ev": -145035.889, "spin_multiplicity": 2, "lumo_energy_ha": [-0.1878, -0.1878], "charge": 2, "species": ["C", "C", "C", "C", "N", "C", "C", "C", "C", "C", "C", "C", "H", "H", "H", "H", "H", "H", "H", "H", "H", "H", "H", "H", "H", "H", "H", "H", "H", "H", "H", "H", "H", "H", "H", "H", "C", "C", "C", "C", "N", "C", "C", "C", "C", "C", "C", "C", "H", "H", "H", "H", "H", "H", "H", "H", "H", "H", "H", "H", "H", "H", "H", "H", "H", "H", "H", "H", "H", "H", "H", "H", "C", "C", "C", "C", "N", "C", "C", "C", "C", "C", "C", "C", "H", "H", "H", "H", "H", "H", "H", "H", "H", "H", "H", "H", "H", "H", "H", "H", "H", "H", "H", "H", "H", "H", "H", "H", "C", "C", "C", "O", "C", "N", "H", "H", "H", "H", "H", "H", "H", "H", "H", "H", "H", "H", "C", "N", "C", "C", "C", "C", "C", "C", "C", "C", "N", "C", "C", "C", "H", "H", "H", "H", "H", "H", "H", "H", "H", "H", "H", "H", "H", "H", "C", "N", "C", "C", "C", "C", "C", "C", "C", "C", "N", "C", "C", "C", "H", "H", "H", "H", "H", "H", "H", "H", "H", "H", "H", "H", "H", "H", "C", "N", "C", "C", "C", "C", "C", "C", "C", "C", "N", "C", "C", "C", "H", "H", "H", "H", "H", "H", "H", "H", "H", "H", "H", "H", "H", "H", "O", "C", "O", "O", "H", "O", "C", "O", "O", "H", "O", "C", "O", "O", "H", "O", "C", "O", "O", "H", "O", "C", "O", "O", "H", "O", "C", "O", "O", "H", "O", "C", "O", "O", "H"], "positions_angstrom": [[8.80, -14.71, -12.68], [8.03, -14.98, -13.90], [6.52, -14.50, -14.00], [5.76, -15.13, -15.26], [4.21, -14.97, -15.30], [3.78, -15.55, -16.66], [2.21, -15.93, -16.44], [2.00, -16.03, -14.95], [3.40, -15.85, -14.35], [3.70, -13.49, -15.14], [4.40, -12.45, -16.14], [3.56, -11.27, -16.70], [9.83, -15.06, -12.70], [8.29, -15.17, -11.83], [8.96, -13.69, -12.33], [7.94, -16.04, -14.11], [8.58, -14.71, -14.80], [6.35, -13.42, -13.98], [6.00, -14.83, -13.10], [5.99, -16.19, -15.21], [6.09, -14.68, -16.20], [3.93, -14.83, -17.47], [4.39, -16.43, -16.86], [1.62, -15.14, -16.91], [2.07, -16.86, -16.98], [1.24, -15.42, -14.47], [1.57, -17.00, -14.69], [3.36, -15.40, -13.36], [3.85, -16.83, -14.22], [3.81, -13.19, -14.10], [2.65, -13.57, -15.40], [4.75, -12.91, -17.06], [5.31, -12.04, -15.69], [2.72, -11.69, -17.26], [4.15, -10.52, -17.22], [3.14, -10.63, -15.92], [1.48, -7.99, -17.45], [2.23, -7.81, -18.76], [3.05, -6.54, -18.88], [3.59, -6.30, -20.24], [4.28, -5.02, -20.52], [3.43, -3.80, -20.11], [3.41, -2.77, -21.28], [3.54, -3.72, -22.50], [4.42, -4.90, -22.07], [5.65, -4.75, -19.84], [6.64, -5.82, -20.13], [7.97, -5.53, -19.66], [2.22, -7.84, -16.67], [1.12, -9.01, -17.44], [0.77, -7.22, -17.13], [1.40, -7.92, -19.47], [2.94, -8.61, -18.97], [3.89, -6.53, -18.18], [2.26, -5.79, -18.74], [2.72, -6.20, -20.89], [4.22, -7.03, -20.75], [3.63, -3.29, -19.17], [2.38, -4.10, -20.08], [4.34, -2.21, -21.27], [2.54, -2.13, -21.13], [3.99, -3.19, -23.34], [2.59, -4.05, -22.91], [5.41, -4.51, -22.29], [4.22, -5.88, -22.51], [5.46, -4.46, -18.81], [5.94, -3.80, -20.28], [6.59, -6.03, -21.20], [6.25, -6.71, -19.64], [7.84, -5.22, -18.62], [8.51, -4.82, -20.28], [8.73, -6.31, -19.68], [0.22, -4.79, -8.96], [1.69, -4.60, -9.28], [1.99, -4.62, -10.83], [1.93, -6.08, -11.54], [2.18, -6.18, -13.15], [2.21, -7.70, -13.53], [0.80, -8.08, -13.87], [-0.03, -6.82, -13.96], [1.00, -5.67, -13.91], [3.58, -5.54, -13.60], [4.72, -6.02, -12.73], [6.15, -5.61, -13.04], [0.06, -4.42, -7.95], [-0.17, -5.81, -8.98], [-0.45, -4.15, -9.53], [2.46, -5.14, -8.72], [2.00, -3.60, -8.97], [2.96, -4.17, -11.03], [1.34, -3.90, -11.32], [0.86, -6.28, -11.51], [2.45, -6.95, -11.16], [2.76, -7.76, -14.47], [2.64, -8.31, -12.73], [1.06, -8.74, -14.70], [0.37, -8.74, -13.11], [-0.81, -6.75, -14.72], [-0.60, -6.81, -13.03], [1.33, -5.53, -14.94], [0.49, -4.82, -13.46], [3.29, -4.49, -13.60], [3.53, -5.84, -14.65], [4.83, -7.10, -12.86], [4.49, -5.80, -11.69], [6.28, -4.53, -13.04], [6.59, -6.00, -13.96], [6.72, -5.96, -12.17], [-2.48, -15.80, -14.68], [-2.56, -14.62, -15.64], [-1.63, -13.45, -15.09], [-1.34, -12.49, -16.09], [-0.58, -11.48, -15.63], [-2.09, -15.00, -17.06], [-1.37, -14.42, -17.47], [-1.51, -15.83, -17.03], [-2.75, -15.07, -17.82], [-3.24, -16.55, -14.90], [-2.71, -15.47, -13.66], [-1.48, -16.24, -14.74], [-3.60, -14.31, -15.75], [-0.67, -13.74, -14.67], [-2.27, -13.11, -14.27], [-1.01, -10.89, -14.82], [-0.47, -10.60, -16.28], [0.41, -11.83, -15.35], [-6.87, -11.08, -13.76], [-5.86, -10.74, -14.76], [-5.70, -9.42, -15.18], [-4.84, -9.14, -16.23], [-4.22, -10.23, -16.90], [-4.40, -11.52, -16.50], [-5.20, -11.77, -15.40], [-3.31, -10.07, -18.08], [-3.35, -10.95, -19.18], [-2.50, -10.69, -20.21], [-1.61, -9.68, -20.23], [-1.55, -8.86, -19.14], [-2.40, -8.97, -18.03], [-0.66, -9.67, -21.40], [-7.10, -10.14, -13.24], [-6.40, -11.63, -12.94], [-7.72, -11.56, -14.24], [-6.22, -8.72, -14.55], [-4.68, -8.17, -16.69], [-3.95, -12.33, -17.05], [-5.59, -12.74, -15.10], [-4.03, -11.79, -19.08], [-2.25, -11.40, -20.99], [-0.79, -8.11, -19.30], [-2.25, -8.35, -17.16], [-1.09, -9.25, -22.30], [-0.16, -10.63, -21.55], [0.05, -8.86, -21.22], [3.20, -19.80, -19.75], [2.00, -19.00, -20.02], [0.92, -19.54, -20.62], [-0.07, -18.72, -21.15], [-0.01, -17.35, -21.03], [1.12, -16.80, -20.44], [2.10, -17.69, -19.97], [-0.99, -16.48, -21.71], [-1.49, -16.61, -23.03], [-2.43, -15.65, -23.50], [-2.82, -14.55, -22.78], [-2.40, -14.44, -21.52], [-1.49, -15.39, -20.98], [-3.91, -13.66, -23.17], [3.92, -19.26, -19.15], [3.64, -19.96, -20.74], [2.71, -20.60, -19.19], [0.87, -20.62, -20.63], [-0.92, -19.18, -21.63], [1.34, -15.75, -20.41], [2.96, -17.25, -19.49], [-1.13, -17.41, -23.66], [-2.89, -15.78, -24.46], [-2.95, -13.74, -20.91], [-1.08, -15.26, -19.99], [-3.88, -13.52, -24.25], [-3.82, -12.66, -22.76], [-4.76, -14.24, -22.81], [-10.89, -14.65, -4.21], [-9.78, -14.58, -5.22], [-9.60, -15.64, -6.04], [-8.47, -15.57, -6.94], [-7.56, -14.48, -6.88], [-7.87, -13.44, -5.95], [-8.93, -13.52, -5.06], [-6.60, -14.29, -7.95], [-5.75, -15.31, -8.35], [-4.85, -15.13, -9.40], [-4.76, -13.88, -9.99], [-5.49, -12.86, -9.54], [-6.40, -13.04, -8.52], [-3.74, -13.51, -11.03], [-10.68, -14.06, -3.32], [-11.01, -15.69, -3.93], [-11.84, -14.23, -4.56], [-10.34, -16.43, -6.03], [-8.13, -16.26, -7.70], [-7.27, -12.54, -5.89], [-8.89, -12.87, -4.20], [-5.77, -16.23, -7.78], [-4.08, -15.81, -9.75], [-5.25, -11.91, -9.99], [-6.99, -12.19, -8.21], [-2.80, -13.36, -10.51], [-4.17, -12.64, -11.54], [-3.71, -14.35, -11.73], [-5.99, -15.28, -15.13], [-6.67, -15.25, -14.02], [-7.15, -16.35, -13.75], [-6.72, -14.21, -13.30], [-6.11, -16.22, -15.28], [0.54, -11.65, -18.62], [0.53, -12.80, -19.32], [0.70, -12.94, -20.53], [0.25, -13.74, -18.52], [0.31, -12.42, -18.10], [-5.77, -16.18, -18.62], [-5.34, -15.02, -19.14], [-5.95, -14.55, -20.10], [-4.35, -14.44, -18.70], [-4.90, -16.52, -18.38], [-3.29, -10.75, -13.29], [-3.38, -9.97, -12.30], [-2.35, -9.34, -12.18], [-4.34, -9.89, -11.54], [-2.40, -10.41, -13.37], [-0.93, -17.67, -17.83], [-2.08, -18.24, -18.04], [-2.05, -19.45, -18.33], [-3.15, -17.56, -18.02], [-0.50, -18.54, -17.82], [1.59, -11.24, -11.06], [2.10, -12.20, -11.81], [3.21, -12.69, -11.52], [1.41, -12.51, -12.79], [0.94, -11.34, -11.76], [-0.59, -14.28, -11.47], [-0.93, -15.53, -11.52], [0.00, -16.30, -11.95], [-2.02, -15.96, -11.24], [0.34, -14.36, -11.69]]}